Entry 1:
Computed, not measured: a molecular structure, C27H35ClN2O2OsSi, with ωB97M-V/def2-TZVPD.

Element x y z (Å)
Os: 0.9479 0.2775 0.1036
O: 4.1036 -1.8287 -1.7916
C: 3.0798 -1.7415 -1.1464
O: 2.6307 -0.6071 -0.6822
C: 2.3456 -3.0052 -0.7546
C: 0.9761 -3.0590 -0.5383
C: 0.3712 -4.2363 -0.1188
C: 1.1417 -5.3702 0.0969
C: 2.5102 -5.3284 -0.1345
C: 3.1060 -4.1555 -0.5696
H: 0.3572 -2.1814 -0.7356
H: -0.6994 -4.2725 0.0328
H: 0.6741 -6.2871 0.4318
H: 3.1114 -6.2163 0.0136
H: 4.1682 -4.1062 -0.7696
N: 1.0042 1.9293 -0.2641
C: 1.6389 3.1277 -0.5740
C: 2.4928 3.1407 -1.6762
C: 3.1404 4.3185 -2.0080
C: 2.9321 5.4674 -1.2552
C: 2.0760 5.4447 -0.1621
C: 1.4234 4.2734 0.1864
H: 2.6443 2.2272 -2.2365
H: 3.8128 4.3385 -2.8554
H: 3.4419 6.3845 -1.5195
H: 1.9170 6.3425 0.4206
H: 0.7541 4.2331 1.0354
C: -2.2387 -1.4040 0.4202
Si: -1.4836 0.2555 -0.1384
C: -1.9078 0.3898 -2.0174
C: -3.4216 0.4868 -2.2451
C: -1.4036 -0.8946 -2.6920
C: -1.2378 1.5675 -2.7318
C: -2.3536 1.6024 0.9423
C: -2.2441 2.9883 0.3039
C: -1.7046 1.6535 2.3315
C: -3.8425 1.2864 1.1493
H: -3.1294 -1.6348 -0.1679
H: -2.5492 -1.3843 1.4670
H: -1.5495 -2.2386 0.3030
H: -3.9732 -0.3387 -1.7906
H: -3.6285 0.4634 -3.3208
H: -3.8320 1.4214 -1.8612
H: -1.8662 -1.7948 -2.2799
H: -0.3192 -0.9910 -2.6008
H: -1.6384 -0.8661 -3.7614
H: -1.5540 2.5357 -2.3437
H: -1.4981 1.5387 -3.7960
H: -0.1503 1.5139 -2.6583
H: -1.2085 3.2632 0.0956
H: -2.6607 3.7434 0.9804
H: -2.8006 3.0483 -0.6315
H: -0.6230 1.8035 2.2797
H: -1.8958 0.7386 2.8998
H: -2.1372 2.4776 2.9096
H: -4.4082 1.2982 0.2188
H: -4.2848 2.0409 1.8095
H: -3.9967 0.3145 1.6208
Cl: -1.0306 -2.9127 4.4514
C: 0.3597 -2.4322 3.5474
C: 1.5863 -3.0398 3.7453
C: 2.6609 -2.5846 3.0010
C: 2.4645 -1.5838 2.0704
N: 1.2623 -1.0297 1.8536
C: 0.2336 -1.4276 2.6080
H: 1.6926 -3.8374 4.4674
H: 3.6448 -3.0135 3.1230
H: 3.2718 -1.2039 1.4623
H: -0.7069 -0.9293 2.4466

Forces on atoms 1 to 2 (eV/Å):
0.65 0.44 0.33
0.07 0.02 -0.05

Properties
- ΔE to the lowest compared entry with this formula, charge and spin (kcal/mol) = 12.6
- gap between HOMO and LUMO (spin up / spin down) (eV) = 7.079 / 7.080
- E_LUMO (spin up / spin down) (hartree) = -0.025 / -0.025
- E_HOMO (spin up / spin down) (eV) = -7.76 / -7.76


Entry 2:
Computed, not measured: 3 unconnected molecules or ions with the total composition CH5O4, with ωB97M-V/def2-TZVPD.

Element x y z (Å)
O: -1.3322 -1.8217 1.5199
C: -0.6670 -1.0709 0.7964
O: -0.8683 0.1077 0.4461
H: 0.2718 -1.5862 0.4165
H: -0.2688 -1.3915 -1.7349
H: -0.0555 -0.0835 -2.4037
O: 0.0528 -1.0318 -2.5514
H: 0.9667 2.7765 1.7416
H: 0.5990 1.7065 0.8186
O: 1.3015 2.3949 0.9508

Forces on atoms 1 to 2 (eV/Å):
-0.47 0.00 0.26
0.42 -0.91 0.24

Properties
- net charge = -1
- ΔE to the lowest compared entry with this formula, charge and spin (kcal/mol) = 13.3
- gap between HOMO and LUMO (eV) = 8.550
- E_LUMO (hartree) = 0.150
- E_HOMO (eV) = -4.47


Entry 3:
Computed, not measured: a molecular structure, C18H22N3O5V, with ωB97M-V/def2-TZVPD.

Element x y z (Å)
V: -0.1221 0.0145 0.1047
O: 0.3867 3.6459 -0.3768
C: -0.2173 2.6387 -0.1632
N: 0.0926 1.6308 0.7455
C: 0.4780 1.8164 2.0647
O: 1.0097 2.7641 2.5611
C: 0.0381 0.5712 2.7828
C: 0.1990 0.3810 4.1447
C: -0.2806 -0.8012 4.7035
C: -0.9441 -1.7029 3.8831
C: -1.0632 -1.4302 2.5261
N: -0.5569 -0.3297 1.9769
C: -1.4557 2.1667 -0.8805
C: -2.2361 2.9686 -1.6965
C: -3.4293 2.4529 -2.1946
C: -3.7968 1.1670 -1.8242
C: -2.9241 0.4043 -1.0541
N: -1.7654 0.8843 -0.6089
H: 0.6873 1.1433 4.7376
H: -0.1505 -1.0024 5.7554
H: -1.3732 -2.6090 4.2803
H: -1.5927 -2.1130 1.8671
H: -1.9130 3.9711 -1.9288
H: -4.0563 3.0493 -2.8429
H: -4.7478 0.7609 -2.1294
H: -3.1774 -0.6141 -0.7691
C: 1.6911 1.1199 -2.4644
O: 0.7236 0.2070 -1.9583
C: 0.5429 -0.9191 -2.8038
C: -0.4252 -1.8750 -2.0941
O: -0.2035 -1.8763 -0.6895
C: 0.8200 -2.7397 -0.2000
C: 2.1547 -2.0092 -0.0262
O: 1.8853 -0.7650 0.5981
C: 3.0666 -0.0177 0.8692
H: 1.3251 1.5821 -3.3857
H: 1.8507 1.8903 -1.7094
H: 2.6358 0.6072 -2.6809
H: 0.1165 -0.6054 -3.7660
H: 1.5124 -1.4027 -2.9963
H: -1.4549 -1.5260 -2.2350
H: -0.3388 -2.8862 -2.5099
H: 0.4795 -3.0784 0.7851
H: 0.9517 -3.6131 -0.8492
H: 2.8163 -2.6222 0.6014
H: 2.6599 -1.8438 -0.9885
H: 3.6500 -0.5047 1.6572
H: 3.6932 0.0796 -0.0247
H: 2.7575 0.9710 1.2073

Forces on atoms 1 to 2 (eV/Å):
1.19 -2.78 -2.15
-0.23 -0.03 0.07

Properties
- <S²> = 2.016
- spin multiplicity = 3
- net charge = +2
- gap between HOMO and LUMO (spin up / spin down) (eV) = 8.635 / 9.343
- E_LUMO (spin up / spin down) (hartree) = -0.266 / -0.255
- E_HOMO (spin up / spin down) (eV) = -15.88 / -16.29


Number 1: F_max 0.849 eV/Å, total energy -2150.1886 Eh. Number 2: F_max 1.574 eV/Å, total energy -342.1335 Eh. Number 3: F_max 3.706 eV/Å, total energy -2183.0784 Eh.